The following is a quantum chemistry calculation of a structure of composition C18H42CuN7O12 in a non-equilibrium geometry, from OMol25.

CARTESIAN COORDINATES (ANGSTROEM)
Cu 1.7259 0.9387 43.7670
N 1.2265 -0.2409 40.5594
O 0.2967 -0.3011 39.7897
O 2.3719 -0.5593 40.1524
O 1.1374 0.1558 41.7257
C 0.1559 4.8336 37.2909
O -0.1030 3.4571 37.1634
C -1.1359 2.8045 37.7636
O -1.8885 3.3592 38.5337
O -1.0604 1.5309 37.4124
C -2.0175 0.5803 37.8228
H -0.6439 5.5704 37.2156
H 0.7555 5.0571 36.4086
H 0.8054 4.9302 38.1609
H -1.8692 -0.3992 37.3683
H -3.0142 0.8887 37.5074
H -1.9868 0.5606 38.9122
C 2.7012 -7.5899 41.3948
C 3.3552 -6.2253 41.3346
O 4.5727 -6.1553 41.3416
N 2.5374 -5.1408 41.2229
C 3.0028 -3.7770 40.9251
H 1.6742 -7.4699 41.0498
H 2.7812 -7.9515 42.4200
H 3.2238 -8.3387 40.7996
H 1.5441 -5.3217 41.2507
H 2.1814 -3.0634 40.8599
H 3.4946 -3.7464 39.9528
H 3.6993 -3.5115 41.7203
C 3.2027 1.4518 37.7713
C 3.7234 2.8992 37.5570
O 4.2467 3.4764 38.5164
N 3.4926 3.4837 36.4050
C 3.8134 4.8614 36.1796
H 3.0819 1.3484 38.8496
H 3.9600 0.7481 37.4257
H 2.2911 1.2753 37.2004
H 3.1939 2.9369 35.6101
H 4.8254 5.0437 36.5411
H 3.1904 5.6866 36.5249
H 4.0507 4.9759 35.1219
C -0.9326 4.2217 42.9924
C 0.2624 3.7230 42.3172
O 0.9141 2.8447 42.9194
N 0.5975 4.1816 41.1023
C 1.7962 3.7141 40.3905
H -0.6562 4.5848 43.9823
H -1.6638 3.4517 43.2383
H -1.4207 5.0205 42.4341
H 0.2019 5.0699 40.8293
H 2.4471 4.5209 40.0535
H 1.5117 3.0825 39.5489
H 2.3647 3.0503 41.0418
O 1.4351 -2.8081 35.8254
C 1.7338 -2.7451 37.0218
N 2.8236 -2.1829 37.3747
C 0.6676 -2.9861 38.0665
H 3.4911 -1.9627 36.6495
H 2.9328 -1.7157 38.2635
H 1.0607 -3.3424 39.0187
H 0.0301 -3.8315 37.8075
H 0.0328 -2.1030 38.1396
O -0.3455 0.6022 44.5245
C -1.4536 0.1946 44.2736
N -1.6768 -0.5739 43.1851
C -2.6251 0.4162 45.2489
H -2.5585 -1.0661 43.1630
H -0.8497 -0.7647 42.6377
H -2.1980 0.3205 46.2472
H -3.5728 -0.0916 45.0693
H -3.0160 1.4316 45.1832
O 3.6485 1.1747 42.6424
C 4.5788 0.3373 42.6601
N 4.9566 -0.3133 41.5134
C 5.3624 0.1146 43.8946
H 4.4039 -0.1333 40.6874
H 5.6867 -1.0007 41.6338
H 5.9436 0.9997 44.1532
H 6.1080 -0.6788 43.8420
H 4.7718 -0.0911 44.7873

Summary:
<S²> = 2.01
total charge = +2
Kohn-Sham gap (spin up / spin down) = 7.5 / 2.3 eV
multiplicity = 3